Computed, not measured: a structure of composition C41H37F5P2Pd at a distorted geometry, with the ωB97M-V functional and the def2-TZVPD basis.

Kohn-Sham gap (alpha / beta) = 6.01 / 6.10 eV
Lowest unoccupied orbital energy (alpha / beta) = -0.014 / -0.025 Ha
2S+1 = 3
Relative energy (zero: lowest compared OMol25 entry of this formula, charge and spin) = 75.52 kcal/mol
E_HOMO (alpha / beta) = -6.381 / -6.789 eV

The geometry in XYZ format:
```
86
Properties=species:S:1:pos:R:3:forces:R:3
Pd 0.0196 0.5160 0.7823 1.78 -0.86 2.99
C -1.7128 0.9581 -2.7679 -1.30 1.32 0.19
C -1.6555 -0.4526 -2.4125 -0.81 -1.50 -0.97
C -1.0273 -1.3058 -3.5560 -0.60 0.25 0.61
C 0.3331 -0.8439 -4.0665 1.03 0.03 -0.21
C 1.1628 -0.0247 -3.0982 0.70 0.39 -0.74
C 0.9666 1.2681 -2.8221 0.69 0.21 -1.09
C 0.2109 2.1571 -3.7804 -0.69 -0.17 0.38
C -1.2342 1.6391 -3.9867 0.21 0.56 -0.53
C 1.6516 0.4302 2.4142 0.81 0.31 0.50
H -2.4612 1.5557 -2.2563 0.22 -0.30 0.07
H -2.7183 -0.7691 -2.3896 0.01 -0.08 -0.13
H -1.7585 -1.1982 -4.3574 0.06 -0.20 -0.20
H -0.9928 -2.3703 -3.3103 -0.06 0.16 0.09
H 0.9145 -1.7308 -4.3350 -0.02 0.04 0.02
H 0.2213 -0.2962 -5.0020 -0.06 0.08 -0.04
H 2.0866 -0.5183 -2.8056 -0.47 0.09 0.63
H 1.5196 1.8113 -2.0620 0.19 -0.39 -0.27
H 0.7376 2.2203 -4.7412 0.04 -0.05 0.16
H 0.1763 3.1692 -3.3703 -0.08 -0.05 -0.03
H -1.8621 2.5207 -4.1543 -0.08 -0.21 -0.05
H -1.3196 1.0367 -4.8984 0.10 -0.02 0.12
H 1.2122 1.2439 3.0076 0.04 -0.23 -0.49
H 2.7288 0.6399 2.3479 -0.20 0.03 0.39
H 1.4939 -0.5104 2.9384 0.12 0.07 -0.28
P -1.3263 -0.8115 -0.6193 0.66 1.59 1.34
P 2.3068 -0.0675 0.2592 -2.82 0.67 0.70
C 0.2652 -1.7843 -0.9504 0.92 -0.10 1.11
C 1.5523 -1.3962 -0.7310 -0.35 -1.45 -1.80
C -2.3587 -2.1782 0.0670 0.57 -0.75 0.12
C -2.4786 -3.3410 -0.6921 -0.27 -0.09 -0.07
C -3.2024 -4.4472 -0.2305 0.17 0.16 -0.02
C -3.7280 -4.4608 1.0647 -0.09 0.17 -0.61
C -3.5764 -3.3163 1.8566 0.06 -0.25 -0.35
C -2.9053 -2.1915 1.3653 -0.17 0.06 0.10
C -2.6279 0.6063 -0.1086 0.20 -0.91 0.06
C -2.1870 1.9110 0.0561 -0.27 0.32 -0.44
C -3.0873 2.9652 -0.0371 -0.15 -0.59 0.16
C -4.4428 2.6710 -0.2558 0.37 0.57 -0.13
C -4.8787 1.3509 -0.3370 -0.16 0.11 0.09
C -3.9735 0.2947 -0.2249 -0.17 0.71 -0.20
C 3.7207 -1.0290 0.8914 0.10 -0.02 0.22
C 3.4382 -2.2337 1.5600 -0.12 0.00 -0.05
C 4.4750 -3.0680 1.9741 0.04 0.47 -0.08
C 5.7996 -2.6691 1.7414 0.01 -0.02 -0.20
C 6.0973 -1.4487 1.1192 -0.40 -0.16 0.17
C 5.0478 -0.6176 0.7044 -0.01 -0.01 0.05
C 2.9112 1.6231 -0.1233 0.83 0.51 -1.25
C 2.3797 2.6991 0.6156 -0.24 -0.21 0.17
C 2.7081 4.0257 0.3568 0.51 -0.17 -0.66
C 3.5822 4.2988 -0.7053 0.24 -0.05 0.05
C 4.1439 3.2515 -1.4656 -0.32 0.30 0.29
C 3.8150 1.9251 -1.1757 -0.25 -0.06 0.37
H 0.0409 -2.7880 -1.3561 0.71 0.45 -0.09
H 2.2991 -2.0245 -1.2165 0.06 -0.38 0.30
H -2.0039 -3.3667 -1.6764 -0.37 -0.16 0.20
H -3.3507 -5.2768 -0.9179 0.07 -0.03 0.29
H -4.2965 -5.3395 1.4048 0.36 0.55 -0.04
H -4.0163 -3.3241 2.8529 0.24 0.22 -0.16
H -2.8370 -1.3220 2.0198 0.08 -0.11 -0.36
H -1.1038 2.1246 0.1405 -0.50 0.19 -0.16
H -2.7032 3.9772 0.0435 -0.30 -0.01 0.00
H -5.1265 3.5131 -0.4026 0.06 -0.45 0.14
H -5.9291 1.1340 -0.5138 0.09 0.09 0.09
H -4.3200 -0.7345 -0.2943 0.05 0.26 -0.08
H 2.3888 -2.4946 1.7663 0.54 0.01 -0.18
H 4.2419 -4.0034 2.4929 0.19 0.37 -0.23
H 6.6101 -3.3365 2.0316 -0.14 0.21 0.01
H 7.1370 -1.1364 0.9672 -0.47 -0.18 0.07
H 5.2629 0.3596 0.2520 -0.07 -0.54 0.18
H 1.6746 2.5132 1.4215 0.15 -0.04 -0.25
H 2.2858 4.8310 0.9713 0.19 -0.42 -0.35
H 3.8547 5.3417 -0.9181 -0.12 -0.54 0.00
H 4.8238 3.4849 -2.2942 -0.31 -0.14 0.40
H 4.2274 1.1148 -1.7892 -0.15 0.35 0.25
F -0.2832 -1.9237 3.2302 -0.25 0.37 0.01
C -0.9398 -0.7874 3.6295 -0.70 0.78 0.37
C -0.9883 0.3459 2.8111 -0.64 -0.28 0.06
C -1.6647 1.4257 3.3553 -0.21 -0.57 0.74
F -1.6920 2.6417 2.7397 0.03 -0.28 -0.06
C -2.3530 1.3738 4.5730 0.05 0.25 -0.09
F -3.0879 2.4325 4.9793 0.28 -0.31 0.07
C -2.2896 0.2321 5.3669 -0.06 -0.03 -0.30
F -2.9288 0.1668 6.5540 0.26 0.05 -0.49
C -1.5758 -0.8589 4.8824 0.46 -0.35 -0.55
F -1.5207 -2.0037 5.6008 -0.06 0.40 -0.06
```
Positions in Å, forces in eV/Å.

Computed, not measured: a structure of composition C41H37N3O2S3W at a distorted geometry, with the ωB97M-V functional and the def2-TZVPD basis.

Kohn-Sham gap (alpha / beta) = 4.22 / 4.27 eV
Lowest unoccupied orbital energy (alpha / beta) = -0.502 / -0.500 Ha
Net charge = +4
Relative energy (zero: lowest compared OMol25 entry of this formula, charge and spin) = 4.41 kcal/mol
E_HOMO (alpha / beta) = -17.876 / -17.876 eV

The geometry in XYZ format:
```
87
Properties=species:S:1:pos:R:3:forces:R:3
W -2.2455 -1.3758 0.6770 2.31 -0.97 -0.32
C -4.5474 -1.7617 0.5914 -0.12 0.30 0.07
C -4.1780 -1.0327 -0.5873 -0.14 0.12 0.15
C -3.3247 -1.6381 -1.5184 -0.23 0.04 -0.14
C -2.6156 -2.7783 -1.1578 -0.38 -0.22 0.10
C -2.9466 -3.4876 0.0571 -0.30 0.11 -0.23
C -4.0285 -3.0412 0.8210 -0.16 -0.17 -0.04
H -5.3412 -1.3802 1.2203 0.08 0.05 0.11
H -4.7115 -0.1253 -0.8363 0.12 0.11 0.05
H -3.1287 -1.1603 -2.4703 0.10 0.07 0.04
H -1.9204 -3.2137 -1.8540 0.07 0.03 0.04
H -2.4799 -4.4385 0.2768 0.14 0.05 0.04
H -4.3895 -3.6328 1.6533 0.07 0.06 0.09
C 0.2148 2.9954 -6.4679 -0.10 -0.06 0.16
C -0.1955 2.5212 -5.1047 0.13 0.06 -0.24
C -1.5287 2.5452 -4.7006 -0.16 -0.01 0.05
C -1.8943 2.1313 -3.4318 0.09 0.02 -0.13
C -0.8975 1.6852 -2.5536 0.31 0.04 -0.24
C 0.4523 1.6428 -2.9366 -0.11 0.00 -0.17
C 0.7797 2.0535 -4.2060 0.10 -0.05 0.05
S -1.4652 1.3176 -0.9893 -0.38 -0.30 0.14
O -1.1303 -0.2187 -0.6693 -0.36 -0.03 0.01
C -0.5845 2.1888 0.2728 0.00 0.21 -0.07
C -1.3350 3.3159 0.7176 0.08 -0.10 0.04
C -0.8919 4.0345 1.7899 0.05 0.00 0.06
C 0.2618 3.6249 2.5053 -0.11 0.08 0.01
C 0.7063 4.3531 3.6369 -0.11 0.01 -0.06
C 1.8167 3.9536 4.3170 0.18 -0.15 0.04
C 2.5237 2.7932 3.9095 -0.01 0.16 0.14
C 2.1283 2.0777 2.8187 -0.06 0.00 -0.09
C 0.9891 2.4809 2.0717 0.09 -0.13 -0.02
C 0.5826 1.7828 0.8880 0.05 0.02 0.03
C 1.5641 0.8119 0.3039 0.12 0.01 0.05
C 2.7247 1.3694 -0.3143 -0.06 0.20 0.00
C 2.8496 2.7673 -0.5526 -0.10 -0.17 0.08
C 3.9782 3.2692 -1.1227 0.28 -0.01 -0.13
C 5.0522 2.4148 -1.4861 -0.11 0.27 0.01
C 4.9562 1.0718 -1.2878 -0.01 -0.15 0.00
C 3.7928 0.5169 -0.7050 0.00 -0.15 0.02
C 3.6950 -0.8798 -0.4794 0.17 0.11 -0.10
C 2.5856 -1.4259 0.0800 -0.18 0.26 0.05
C 1.5188 -0.5555 0.4500 0.03 -0.23 0.00
S 0.2496 -1.3013 1.4113 -0.08 0.51 0.87
O 0.5916 -1.3039 2.8298 -0.02 -0.13 -0.21
C 0.0941 -2.9093 0.7414 -0.96 0.28 -0.63
C 0.0626 -4.0126 1.6481 0.07 0.25 -0.13
C 0.1466 -5.2707 1.1417 0.04 -0.26 -0.43
C 0.2566 -5.5030 -0.2702 -0.05 0.23 0.23
C 0.3977 -6.8902 -0.7666 0.08 -0.06 0.04
C 0.2761 -4.3996 -1.1523 -0.01 -0.40 0.13
C 0.1972 -3.1179 -0.6756 0.29 0.11 0.63
H -0.6423 3.2226 -7.0966 -0.01 0.00 0.02
H 0.8277 2.2456 -6.9686 0.02 -0.01 0.01
H 0.8206 3.8987 -6.3748 0.02 0.01 -0.01
H -2.2876 2.9001 -5.3862 0.01 0.00 0.02
H -2.9329 2.1746 -3.1241 0.03 0.01 0.02
H 1.2180 1.2875 -2.2629 -0.03 0.02 0.01
H 1.8157 2.0230 -4.5228 -0.03 0.01 0.00
H -2.2369 3.6100 0.1914 0.03 -0.01 -0.02
H -1.4273 4.9220 2.1074 0.02 -0.02 0.00
H 0.1576 5.2351 3.9443 0.01 -0.01 -0.02
H 2.1659 4.5219 5.1696 0.00 -0.03 -0.01
H 3.3936 2.4769 4.4706 -0.01 0.03 0.00
H 2.6871 1.1979 2.5273 0.00 0.02 -0.03
H 2.0441 3.4401 -0.2898 0.00 0.00 0.03
H 4.0625 4.3336 -1.2993 0.03 -0.01 0.00
H 5.9479 2.8366 -1.9229 -0.02 0.02 0.00
H 5.7682 0.4123 -1.5681 -0.02 0.01 0.01
H 4.5295 -1.5175 -0.7458 0.00 0.04 0.00
H 2.5540 -2.4874 0.2787 -0.06 0.00 0.03
H 0.0528 -3.8306 2.7151 0.00 0.02 -0.03
H 0.1764 -6.1216 1.8126 -0.01 0.00 -0.03
H -0.2956 -7.5655 -0.2593 0.01 0.03 -0.02
H 1.4021 -7.2500 -0.5016 -0.04 0.01 -0.03
H 0.2827 -6.9719 -1.8441 0.00 0.01 0.00
H 0.3962 -4.5787 -2.2144 -0.03 0.00 0.01
H 0.2799 -2.2661 -1.3392 -0.01 0.03 0.03
N -2.4142 0.5134 1.9457 -0.73 -0.21 -0.14
N -1.8936 0.4343 3.2600 -0.08 0.07 -0.23
C -1.9307 -0.7361 3.9008 -0.04 -0.22 0.17
N -1.6723 -0.7901 5.1832 0.01 -0.02 -0.03
S -2.3100 -2.1777 3.0331 0.05 0.12 0.03
H -1.9415 1.3088 1.4966 0.09 -0.01 0.05
H -3.4061 0.7646 2.0150 0.05 0.09 -0.02
H -1.7527 1.3188 3.7359 0.02 -0.01 0.00
H -1.4623 0.0307 5.7364 -0.02 0.00 0.02
H -1.6404 -1.6801 5.6629 0.01 0.00 -0.01
```
Positions in Å, forces in eV/Å.

no.,E (a.u.)
1,-2894.065871
2,-3159.501159